{
  "formula": "C24H42N2O9P2S2Ti",
  "method": "ωB97M-V/def2-TZVPD",
  "multiplicity": 1,
  "de_lowest_kcal_mol": 10.5,
  "charge": 0,
  "e_tot_ev": -110345.1259,
  "homo_lumo_gap_ev": 6.8,
  "elements": ["Ti", "S", "C", "C", "C", "C", "C", "C", "C", "C", "C", "N", "H", "H", "H", "H", "H", "H", "C", "C", "C", "O", "P", "O", "C", "P", "O", "O", "C", "C", "C", "O", "C", "C", "C", "O", "C", "C", "C", "H", "H", "H", "H", "H", "H", "H", "H", "H", "H", "H", "H", "H", "H", "H", "H", "H", "H", "H", "H", "H", "H", "H", "H", "H", "H", "H", "H", "H", "H", "C", "S", "C", "H", "H", "H", "H", "H", "H", "O", "N", "O", "O"],
  "coordinates": [[-1.136939, 0.898315, 1.074345], [-4.663268, -0.351515, 3.753276], [-3.273761, -0.949694, 4.559421], [-2.122429, -0.647024, 3.893397], [-2.320028, 0.082151, 2.681995], [-3.662564, 0.304503, 2.499423], [-4.163447, 0.978355, 1.317392], [-5.507913, 1.220415, 1.028720], [-5.834531, 1.893425, -0.131912], [-4.826017, 2.324389, -0.986604], [-3.518139, 2.043207, -0.641763], [-3.199550, 1.370081, 0.462404], [-3.384455, -1.474098, 5.496228], [-1.146162, -0.925501, 4.269002], [-6.273250, 0.893103, 1.719552], [-6.872149, 2.094319, -0.366798], [-5.044557, 2.872791, -1.891481], [-2.677445, 2.362477, -1.245738], [1.258576, -1.513955, -4.708680], [1.823454, -1.391461, -3.311285], [2.314918, -2.706008, -2.744168], [0.753740, -0.912636, -2.450667], [0.860957, 0.447749, -1.653026], [-0.450758, 0.719263, -1.022280], [2.272793, 0.328304, -0.542406], [1.854415, -0.518314, 0.993629], [0.384681, -0.614475, 1.221331], [2.581946, 0.099028, 2.216061], [3.524658, 1.204490, 2.341003], [3.276527, 1.799317, 3.704178], [4.926873, 0.671705, 2.132852], [2.501399, -1.938850, 0.744482], [2.197863, -3.144316, 1.516599], [2.231714, -2.877720, 3.006665], [0.885187, -3.738253, 1.047252], [1.330617, 1.544171, -2.674758], [0.385769, 2.517190, -3.248519], [0.886336, 2.814652, -4.642628], [0.331320, 3.727068, -2.345759], [2.023322, -1.881534, -5.393708], [0.905197, -0.548187, -5.069065], [0.422962, -2.215194, -4.709535], [2.629475, -0.651514, -3.310069], [1.502424, -3.434292, -2.739685], [2.672545, -2.584161, -1.721323], [3.128894, -3.096126, -3.357037], [2.501726, 1.367292, -0.300306], [3.109251, -0.169763, -1.034119], [3.252370, 1.944745, 1.592654], [3.485047, 1.065512, 4.486134], [2.238746, 2.122243, 3.772369], [3.930786, 2.660213, 3.848957], [5.175372, -0.068236, 2.896247], [5.644126, 1.490481, 2.200940], [5.033032, 0.204024, 1.151618], [3.020741, -3.805869, 1.243270], [1.419608, -2.214595, 3.309248], [3.177487, -2.429243, 3.308654], [2.110940, -3.826758, 3.531198], [0.048286, -3.099294, 1.323805], [0.751950, -4.717323, 1.511364], [0.880317, -3.863238, -0.035501], [-0.591986, 2.030849, -3.291678], [1.886893, 3.246371, -4.596705], [0.223539, 3.534281, -5.123894], [0.920923, 1.913338, -5.254921], [1.315038, 4.196305, -2.289836], [0.018446, 3.461054, -1.335443], [-0.374941, 4.451434, -2.757474], [-2.992039, -1.208641, -1.685657], [-2.128857, -1.611281, -0.160922], [-3.481863, -2.390596, 0.730469], [-3.866086, -0.588839, -1.481177], [-3.297200, -2.116688, -2.204695], [-2.294486, -0.651706, -2.308114], [-3.752210, -3.335929, 0.260933], [-4.348813, -1.731362, 0.765084], [-3.143890, -2.567644, 1.750714], [-0.136613, 1.877261, 2.528065], [0.141885, 2.268113, 1.265812], [1.318459, 2.628365, 0.874906], [-0.987183, 2.839485, 0.737689]],
  "forces_ev_per_angstrom": [[0.4, 0.2, 0.0], [0.0, 0.0, 0.0], [0.0, 0.0, 0.0], [0.0, 0.0, 0.0], [-0.1, -0.1, 0.0], [0.1, -0.1, 0.1], [-0.1, 0.0, 0.0], [0.0, 0.0, 0.0], [0.0, 0.0, 0.0], [0.0, 0.0, 0.0], [0.0, 0.0, 0.0], [-0.1, 0.0, -0.1], [0.0, 0.0, 0.0], [0.0, 0.0, 0.0], [0.0, 0.0, 0.0], [0.0, 0.0, 0.0], [0.0, 0.0, 0.0], [0.0, 0.0, 0.0], [0.0, 0.0, 0.0], [0.0, 0.0, 0.0], [0.0, 0.0, 0.0], [0.0, 0.0, 0.0], [0.2, 0.0, 0.0], [-0.2, 0.0, 0.0], [-0.1, -0.1, 0.0], [0.0, 0.1, 0.0], [-0.1, 0.0, 0.0], [0.1, -0.1, 0.0], [0.1, 0.1, 0.0], [0.0, 0.0, 0.0], [0.0, 0.0, 0.0], [0.0, 0.0, 0.0], [0.0, 0.1, -0.1], [0.0, 0.0, 0.0], [0.0, 0.0, 0.0], [0.0, 0.0, -0.1], [0.0, 0.0, 0.0], [0.0, 0.0, 0.0], [0.0, 0.0, 0.0], [0.0, 0.0, 0.0], [0.0, 0.0, 0.0], [0.0, 0.0, 0.0], [0.0, 0.0, 0.0], [0.0, 0.0, 0.0], [0.0, 0.0, 0.0], [0.0, 0.0, 0.0], [0.0, 0.0, 0.1], [0.0, 0.0, 0.0], [0.0, 0.0, 0.0], [0.0, 0.0, 0.0], [0.0, 0.0, 0.0], [0.0, 0.0, 0.0], [0.0, 0.0, 0.0], [0.0, 0.0, 0.0], [0.0, 0.0, 0.0], [0.0, 0.0, 0.0], [0.0, 0.0, 0.0], [0.0, 0.0, 0.0], [0.0, 0.0, 0.0], [0.0, 0.0, 0.0], [0.0, 0.0, 0.0], [0.0, 0.0, 0.0], [0.0, 0.0, 0.0], [0.0, 0.0, 0.0], [0.0, 0.0, 0.0], [0.0, 0.0, 0.0], [0.0, 0.0, 0.0], [0.0, 0.0, 0.0], [0.0, 0.0, 0.0], [0.0, 0.0, 0.0], [0.0, 0.0, 0.0], [0.0, 0.0, 0.0], [0.0, 0.0, 0.0], [0.0, 0.0, 0.0], [0.0, 0.0, 0.0], [0.0, 0.0, 0.0], [0.0, 0.0, 0.0], [0.0, 0.0, 0.0], [0.0, 0.0, 0.1], [-0.2, -0.1, -0.1], [0.1, 0.1, 0.0], [0.0, 0.0, 0.0]]
}

=====

{
  "formula": "C24H42O6",
  "method": "ωB97M-V/def2-TZVPD",
  "multiplicity": 1,
  "charge": 0,
  "e_tot_ev": -37854.2996,
  "homo_lumo_gap_ev": 8.9,
  "elements": ["C", "O", "C", "C", "C", "C", "C", "C", "C", "C", "C", "C", "C", "C", "C", "O", "C", "C", "O", "C", "O", "O", "C", "O", "H", "H", "H", "H", "H", "H", "H", "H", "H", "H", "H", "H", "H", "H", "H", "H", "H", "H", "H", "H", "H", "H", "H", "H", "H", "H", "H", "H", "C", "C", "C", "C", "C", "C", "H", "H", "H", "H", "H", "H", "H", "H", "H", "H", "H", "H", "H", "H"],
  "coordinates": [[-2.166781, -1.748340, -5.883676], [-2.331310, -2.433967, -4.665537], [-1.127722, -2.572947, -3.925321], [-1.408846, -2.408688, -2.435339], [-0.315653, -1.647001, -1.687266], [-0.707664, -1.291545, -0.239292], [-0.463350, 0.176915, 0.164403], [0.716137, 0.394765, 1.137463], [1.921127, 1.149808, 0.560814], [1.558799, 2.405438, -0.246892], [2.560683, 3.534246, -0.032617], [2.300104, 4.772468, -0.908965], [0.887621, 5.218411, -0.759575], [0.312977, 6.088542, 0.071053], [0.985285, 7.054916, 0.989280], [0.414716, 7.100592, 2.287830], [-0.684255, 7.911389, 2.415105], [-1.421130, 7.617142, 3.683682], [-0.967219, 8.741642, 1.595616], [-1.160898, 5.838134, -0.004474], [-2.006164, 6.041143, 0.803206], [-1.406611, 5.081408, -1.138164], [-0.186982, 4.735159, -1.682701], [-0.080206, 4.261415, -2.764793], [-1.984337, -0.680713, -5.718029], [-1.342390, -2.162537, -6.474682], [-3.088414, -1.862645, -6.449747], [-0.403744, -1.817947, -4.252801], [-0.711333, -3.564404, -4.134776], [-2.350825, -1.863878, -2.336063], [-1.560185, -3.382494, -1.964561], [-0.072591, -0.739725, -2.247611], [0.591090, -2.261301, -1.675469], [-1.768504, -1.523440, -0.118247], [-0.178206, -1.951091, 0.451402], [-1.371949, 0.556530, 0.632866], [-0.331912, 0.766604, -0.744529], [1.058066, -0.584099, 1.482212], [0.369323, 0.911933, 2.034443], [2.525597, 0.467659, -0.042343], [2.559180, 1.453734, 1.396287], [0.549488, 2.722923, 0.031465], [1.530809, 2.160616, -1.312513], [3.566167, 3.162140, -0.243966], [2.547179, 3.835029, 1.019655], [2.489703, 4.524290, -1.953808], [2.974426, 5.567474, -0.592984], [2.029926, 6.777185, 1.102747], [0.953298, 8.048090, 0.538828], [-1.928555, 6.661549, 3.555386], [-2.144754, 8.403408, 3.869822], [-0.723906, 7.522737, 4.513683], [-0.564698, -5.916546, -0.741503], [-0.771018, -5.072113, 0.511774], [0.513954, -4.820216, 1.297975], [1.193196, -6.077950, 1.843188], [0.316376, -6.934767, 2.755087], [-0.144133, -6.209460, 4.015120], [-0.189668, -6.912957, -0.502436], [-1.500416, -6.043075, -1.288241], [0.153308, -5.441740, -1.415416], [-1.521936, -5.543402, 1.151759], [-1.188408, -4.105430, 0.218749], [0.296129, -4.135320, 2.122786], [1.225502, -4.294057, 0.651733], [2.089951, -5.776869, 2.394241], [1.546051, -6.692363, 1.010421], [0.882617, -7.824635, 3.042081], [-0.555152, -7.297380, 2.202976], [0.711720, -5.871718, 4.603822], [-0.746199, -6.863629, 4.646922], [-0.752481, -5.335044, 3.778455]],
  "forces_ev_per_angstrom": [[0.0, -0.1, -0.1], [-0.1, 0.0, 0.1], [-0.1, -0.1, 0.0], [-0.1, 0.1, 0.1], [0.2, -0.2, 0.1], [-0.1, 0.0, -0.2], [0.0, -0.2, 0.1], [0.0, -0.1, -0.2], [0.0, 0.0, 0.2], [0.2, -0.2, 0.0], [-0.1, 0.0, 0.0], [0.0, 0.0, 0.2], [0.0, 0.2, -0.4], [-0.1, -0.2, 0.2], [0.2, 0.2, -0.1], [-0.4, -0.2, 0.0], [0.2, 0.2, -0.1], [0.1, 0.0, -0.1], [0.0, -0.2, 0.2], [0.2, -0.3, 0.1], [-0.2, 0.3, -0.1], [0.0, 0.0, -0.1], [0.0, 0.4, 0.1], [0.0, -0.4, 0.0], [0.1, 0.0, 0.0], [0.0, 0.0, 0.0], [0.0, 0.0, 0.0], [0.0, 0.0, 0.0], [0.2, 0.1, 0.0], [0.0, 0.0, -0.1], [-0.1, 0.0, 0.0], [0.0, 0.0, 0.0], [0.1, 0.1, -0.1], [0.0, 0.0, 0.0], [-0.1, 0.0, 0.0], [0.0, 0.0, 0.0], [0.0, 0.1, 0.0], [0.0, 0.0, 0.1], [0.0, 0.1, -0.1], [0.0, 0.1, -0.1], [0.0, -0.1, 0.0], [0.0, 0.1, 0.0], [-0.1, 0.1, 0.0], [0.0, 0.0, 0.0], [0.0, 0.0, 0.0], [0.0, 0.1, 0.0], [0.1, 0.0, -0.2], [0.0, 0.0, 0.2], [-0.1, 0.0, 0.0], [0.0, 0.0, 0.0], [0.0, 0.0, 0.0], [0.0, 0.0, 0.0], [0.0, 0.0, 0.0], [0.0, 0.0, -0.1], [0.0, 0.0, 0.0], [0.0, 0.0, 0.0], [0.0, 0.0, 0.0], [0.0, 0.0, 0.0], [0.0, 0.0, 0.0], [0.0, 0.0, 0.0], [0.0, 0.0, 0.0], [0.0, 0.0, 0.0], [0.0, 0.0, 0.0], [0.0, 0.0, 0.0], [0.0, 0.0, 0.0], [0.0, 0.0, 0.0], [0.0, 0.0, 0.0], [0.0, 0.0, 0.0], [0.0, 0.0, 0.0], [0.0, 0.0, 0.0], [0.0, 0.0, 0.0], [0.0, 0.0, 0.0]]
}

=====

{
  "formula": "C24H43AuClP2",
  "method": "ωB97M-V/def2-TZVPD",
  "s2": 2.026,
  "multiplicity": 3,
  "de_lowest_kcal_mol": 46.6,
  "charge": 1,
  "e_tot_ev": -60362.3064,
  "homo_lumo_gap_ev": [2.3, 3.0],
  "elements": ["Au", "C", "C", "C", "C", "C", "C", "H", "H", "H", "C", "H", "H", "H", "C", "H", "H", "H", "C", "H", "H", "H", "C", "H", "H", "H", "C", "C", "C", "C", "C", "C", "C", "C", "H", "H", "H", "H", "H", "H", "H", "H", "H", "H", "H", "H", "P", "C", "C", "P", "C", "C", "C", "H", "H", "H", "H", "H", "H", "H", "H", "H", "H", "H", "H", "H", "H", "Cl", "C", "H", "H"],
  "coordinates": [[1.114633, 0.658150, -1.327421], [-2.126178, 0.041834, 3.613489], [-2.827693, -0.452248, 2.472466], [-2.014118, -2.254093, 3.617719], [-1.641536, -1.079222, 4.332731], [-2.698691, -1.859761, 2.433880], [-2.007249, 1.448245, 4.046552], [-2.358833, 2.130586, 3.267557], [-0.963468, 1.694916, 4.275743], [-2.603590, 1.648408, 4.952411], [-0.852894, -1.043151, 5.580135], [-0.285811, -0.104729, 5.651822], [-0.142234, -1.882566, 5.592182], [-1.473690, -1.111857, 6.491272], [-1.699563, -3.646008, 4.023261], [-2.407072, -4.035383, 4.775021], [-0.688714, -3.686435, 4.458009], [-1.740866, -4.327342, 3.161484], [-3.317585, -2.757705, 1.443127], [-4.355616, -3.017000, 1.711544], [-2.755830, -3.693496, 1.365412], [-3.338020, -2.290304, 0.455280], [-3.569840, 0.367212, 1.492387], [-4.615850, 0.497867, 1.827595], [-3.592668, -0.112442, 0.505775], [-3.129435, 1.366613, 1.382190], [2.485105, 1.696875, -2.349904], [2.059923, 2.997554, -1.687946], [0.970733, 3.777989, -2.461624], [-0.234274, 2.953748, -2.982561], [-0.376495, 1.489074, -2.537509], [0.250615, 0.399792, -3.237183], [1.218892, 0.690921, -4.373997], [2.401616, 1.568429, -3.857525], [1.484796, 4.255609, -3.318103], [-0.233904, 3.001002, -4.094131], [0.616210, 4.607695, -1.832502], [2.388617, 2.558435, -4.338564], [3.378043, 1.235759, -1.884581], [2.911676, 3.670805, -1.516815], [3.356529, 1.131068, -4.206428], [1.617285, -0.248706, -4.804172], [-0.186354, -0.599452, -3.178224], [0.683635, 1.205532, -5.210207], [-1.182567, 3.430398, -2.647974], [-1.276585, 1.355122, -1.906064], [1.616318, 2.776419, 0.154124], [3.248418, 3.135526, 0.863913], [0.582500, 4.182984, 0.632450], [1.377327, -3.722848, -3.410348], [2.055179, -2.334695, -2.521731], [-0.181629, -3.673953, -2.353349], [2.279613, -5.076640, -2.534400], [3.530734, 2.332624, 1.552132], [3.136828, 4.098758, 1.390268], [3.974953, 3.240114, 0.044889], [0.016533, 4.564975, -0.205722], [1.285529, 4.927191, 1.021728], [-0.095876, 3.849587, 1.428762], [3.053746, -5.435247, -3.224341], [1.588555, -5.895047, -2.317726], [2.747697, -4.687697, -1.619808], [2.013579, -2.402751, -1.407034], [2.796704, -1.620364, -2.891996], [0.033223, -4.215240, -1.414229], [-0.985565, -4.214215, -2.872276], [-0.559111, -2.664631, -2.092209], [0.741272, 0.486403, 1.836272], [0.134867, -0.174249, 0.306537], [-0.904176, 0.104710, 0.168236], [0.271694, -1.259452, 0.290252]],
  "forces_ev_per_angstrom": [[1.0, -1.6, 2.6], [1.0, -1.4, 2.4], [0.3, 1.1, -0.1], [-2.4, -2.4, -4.7], [-0.3, 5.4, 0.2], [1.2, -2.9, 2.6], [0.0, 0.6, 0.2], [0.1, 0.0, 0.2], [-0.2, 0.0, -0.1], [0.2, 0.0, -0.3], [0.4, 0.0, 0.0], [-0.2, -0.2, 0.0], [-0.2, 0.2, 0.2], [0.0, -0.1, -0.4], [0.2, -0.1, -0.2], [0.2, 0.2, -0.1], [-0.3, -0.1, -0.1], [0.0, 0.2, 0.3], [-0.3, -0.4, -0.4], [0.3, 0.1, -0.1], [-0.1, 0.1, -0.1], [0.0, -0.2, 0.0], [0.3, 0.0, -0.2], [0.3, -0.1, 0.0], [-0.1, 0.0, 0.3], [-0.1, -0.2, 0.2], [0.9, 0.4, 0.1], [0.4, 2.2, 0.2], [0.7, 0.2, -0.3], [-0.5, -0.1, -0.1], [-1.4, 0.0, -1.9], [-1.5, 0.9, -0.4], [0.2, 0.1, -0.2], [0.8, 0.1, -0.9], [-0.4, -0.2, 0.3], [-0.1, -0.2, 0.6], [0.2, -0.3, -0.5], [-0.1, -0.2, 0.2], [0.0, 0.6, -0.5], [0.0, 0.2, -0.9], [-0.5, 0.1, 0.1], [-0.3, 0.4, 0.4], [0.0, 0.3, -0.1], [0.3, -0.4, 0.6], [0.6, -0.1, -0.3], [0.5, -0.4, -0.7], [0.1, -1.3, -1.6], [0.0, 0.3, 0.3], [0.3, 0.1, 0.6], [-0.9, 0.6, 0.2], [1.1, 0.4, 1.1], [-0.3, -0.6, 0.1], [0.2, 0.0, -0.2], [0.2, 0.3, -0.1], [0.5, -0.4, 0.0], [0.0, -0.1, 0.5], [-0.2, 0.2, 0.1], [-0.5, 0.3, 0.0], [0.2, 0.2, -0.2], [-0.1, 0.0, 0.3], [0.1, 0.0, 0.0], [-0.2, -0.3, -0.1], [-0.1, 0.3, -0.9], [-0.3, -0.2, -0.1], [-0.2, 0.3, -0.2], [0.1, 0.1, 0.2], [0.4, -0.4, -0.3], [-0.3, -0.7, 1.1], [-0.5, -1.1, 0.0], [-0.4, -0.2, 0.5], [-0.2, 0.1, 0.4]]
}

=====

no.,F_max (Eh/bohr)
1,0.0085
2,0.0089
3,0.1124